[1]
66
Properties=species:S:1:pos:R:3 method="wB97M-V/def2-TZVPD" multiplicity=1 homo_lumo_gap_ev=9.60 e_homo_ev=-9.001 de_lowest_kcal_mol=0.00 e_tot_ha=-1914.5686 lumo_energy_ev=0.60
C -6.5996 -0.6096 1.5943
C -5.8936 0.3182 0.6789
C -4.6134 0.3401 0.2062
C -4.5889 1.4886 -0.6270
N -5.7606 2.0824 -0.6373
O -6.5737 1.3598 0.1719
N -3.5550 2.0113 -1.3736
C -2.3079 1.4827 -1.5042
O -1.9692 0.4393 -0.9873
C -1.3920 2.3097 -2.3889
H -1.5231 3.3652 -2.1493
C 0.0534 1.8913 -2.1273
C 0.3061 2.0361 -0.6288
O -0.3826 2.7766 0.0495
N 1.2957 1.2866 -0.0823
C 2.2405 0.5267 -0.8855
C 3.6228 0.5256 -0.2694
C 4.1509 -0.5836 0.3791
C 5.4228 -0.5533 0.9231
C 6.1908 0.5942 0.8323
C 5.6839 1.7144 0.1979
C 4.4114 1.6731 -0.3456
Cl 3.7964 3.0967 -1.1179
H 6.2693 2.6172 0.1201
H 7.1841 0.6220 1.2532
H 5.8132 -1.4292 1.4179
H 3.5638 -1.4852 0.4476
H 2.3525 1.0369 -1.8517
C 1.8045 -0.9134 -1.2569
O 2.5522 -1.5989 -1.9283
N 0.6034 -1.2909 -0.8020
H -0.0144 -0.5847 -0.4230
C -0.0384 -2.5741 -1.1058
C 0.8899 -3.7233 -0.7080
H 1.1189 -3.6749 0.3548
H 1.8169 -3.6680 -1.2707
H 0.4076 -4.6745 -0.9160
C -0.3561 -2.6338 -2.6024
H -1.0249 -1.8186 -2.8714
H -0.8360 -3.5764 -2.8505
H 0.5623 -2.5461 -3.1771
C -1.3263 -2.6321 -0.2877
H -1.9634 -1.7903 -0.5429
H -1.1027 -2.5961 0.7762
H -1.8614 -3.5539 -0.4993
C 1.4617 1.4190 1.3595
H 1.2831 2.4723 1.5957
C 0.4771 0.5601 2.1736
C 0.1454 1.2666 3.4862
H -0.5318 0.6603 4.0834
H 1.0515 1.4404 4.0637
H -0.3322 2.2228 3.2892
C 1.0503 -0.8265 2.4540
H 0.3271 -1.4314 2.9975
H 1.3043 -1.3397 1.5314
H 1.9493 -0.7437 3.0626
H -0.4484 0.4645 1.5968
H 2.4867 1.1685 1.6302
H 0.1967 0.8604 -2.4483
H 0.7406 2.5374 -2.6774
H -1.6603 2.1454 -3.4349
H -3.7758 2.8874 -1.8259
H -3.8083 -0.3301 0.4098
H -6.9995 -0.0618 2.4458
H -5.9132 -1.3741 1.9442
H -7.4344 -1.0813 1.0781

[2]
50
Properties=species:S:1:pos:R:3 method="wB97M-V/def2-TZVPD" s2=8.887 multiplicity=6 homo_lumo_gap_ev="0.91 / 5.30" e_homo_ev="2.067 / -1.126" e_tot_ha=-4957.1066 total_charge=-2 lumo_energy_ev="2.98 / 4.17"
C -1.2426 -2.8871 -2.8590
I -2.8092 -2.8065 -4.1054
H -0.3556 -3.4876 -2.9752
H -0.8595 -1.8123 -2.8286
H -1.5473 -3.0606 -1.7903
C -2.4743 0.2532 2.6476
C -2.6512 -1.0688 2.5637
N -2.1288 -1.4940 1.3546
C -1.5154 -0.4577 0.6889
N -1.8266 0.6314 1.4761
H -2.7288 0.9657 3.4180
H -3.1371 -1.7484 3.2633
C 1.0085 1.2303 -3.9872
C 1.2129 0.2832 -1.9278
N 0.7864 1.4047 -2.6344
H 2.1378 -0.4140 -4.9916
N 1.8867 -0.4856 -2.8634
H 0.7219 1.9420 -4.7339
Fe -0.0392 -0.5394 -0.6092
C 0.5424 -2.1069 -0.5035
O 0.7604 -3.3267 -0.6019
C 1.7072 0.0484 -4.1358
C 2.7648 -1.6059 -2.5788
H 3.6757 -1.4647 -3.1809
H 2.2762 -2.5482 -2.8696
H 3.0230 -1.6012 -1.5127
C 0.1837 2.5958 -2.0743
H 0.3316 3.4287 -2.7740
H 0.6678 2.8095 -1.1179
H -0.8912 2.4308 -1.9118
C -1.5561 2.0102 1.1747
H -2.4928 2.5808 1.0963
H -1.0051 2.1023 0.2301
H -0.9488 2.4496 1.9712
C -2.3231 -2.8599 0.9026
H -2.7617 -2.8829 -0.1156
H -3.0331 -3.3258 1.6139
H -1.3788 -3.4303 0.9150
Se 2.1137 0.4737 0.0111
C 1.7064 1.0625 1.8368
C 1.2986 0.1696 2.8324
C 0.8516 0.6403 4.0659
C 0.8962 2.0190 4.3462
C 1.3904 2.9097 3.3800
C 1.8075 2.4301 2.1382
H 1.2977 -0.9029 2.6264
H 0.4636 -0.0522 4.8310
H 0.5564 2.3959 5.3154
H 1.4536 3.9918 3.6083
H 2.1835 3.1107 1.3749

[3]
12
Properties=species:S:1:pos:R:3 method="wB97M-V/def2-TZVPD" multiplicity=1 homo_lumo_gap_ev=9.55 e_homo_ev=-8.420 de_lowest_kcal_mol=119.27 e_tot_ha=-211.1706 lumo_energy_ev=1.13
C -2.1114 -2.2161 -0.6832
C -0.8713 -1.9707 -0.3912
C 2.1532 2.0042 0.7515
C 1.1446 1.4193 0.0933
N -1.7809 -1.0744 0.3457
H -2.9477 -2.8077 -0.9452
H 0.1220 -2.0971 -0.5290
H -2.0740 -0.2009 -0.1569
H 1.8603 2.5842 1.6967
H 3.1025 1.9826 0.2667
H 1.2730 0.9741 -0.8277
H 0.1297 1.4025 0.3793

[4]
13
Properties=species:S:1:pos:R:3 method="wB97M-V/def2-TZVPD" s2=2.046 multiplicity=3 homo_lumo_gap_ev="8.14 / 7.70" e_homo_ev="-12.367 / -14.134" de_lowest_kcal_mol=35.57 e_tot_ha=-2839.0685 total_charge=+1 lumo_energy_ev="-4.22 / -6.43"
C -2.4019 -1.4269 0.0559
C 2.2243 1.7474 0.6656
C -1.0389 -1.3300 0.0496
C 1.2049 0.5267 -1.1176
N 1.9153 1.0733 -0.3400
N -0.4877 -0.2380 0.3910
Br 1.0368 0.0948 -2.7724
H -2.8374 -2.4266 0.1584
H -2.9761 -0.5153 0.2062
H 1.9426 2.8225 0.9077
H 2.9460 1.2298 1.3566
H -0.3620 -2.1405 -0.1143
H -1.1659 0.5828 0.5532